Entry 1:
The following is a quantum chemistry calculation of C23H50CdN2O2P3 as an isolated structure, from the OMol25 dataset.

Its HOMO-LUMO gap is 6.583 eV. The total charge is +1.

The geometry in XYZ format:
```
81
Properties=species:S:1:pos:R:3:forces:R:3:mulliken_charge:R:1
Cd -0.82631 0.14109 -0.72027 1.02 -0.42 0.67 1.80
P 0.22264 0.02886 -3.05141 0.21 1.10 0.23 0.16
C -1.00231 -0.73436 -4.18007 1.27 -1.44 1.21 -0.70
C -1.76116 -1.76527 -3.37163 -0.99 -1.09 -0.29 0.36
N -2.09792 -1.57024 -2.07858 -0.94 0.78 -0.14 0.27
C -3.12511 -2.24789 -1.52131 0.86 -0.20 -0.15 0.35
C -3.69491 -3.35922 -2.12093 -0.77 0.34 0.73 -0.81
C -3.28538 -3.68360 -3.39696 0.97 0.18 -0.94 -0.53
C -2.29576 -2.89811 -4.02329 -0.51 0.36 0.57 -0.98
C -3.62496 -1.80994 -0.16252 0.47 -0.15 0.44 -1.35
P -3.21748 -0.07363 0.28624 -0.84 -0.18 0.05 0.49
H -1.95746 -3.04011 -5.03889 -0.27 -0.38 -0.11 0.48
H -4.48622 -3.87981 -1.54572 0.53 0.19 -0.78 0.44
H -3.74497 -4.51082 -3.93322 0.19 0.08 0.11 0.42
H -4.70966 -1.96647 -0.06825 0.28 0.03 -0.09 0.60
H -3.14791 -2.42999 0.60829 -0.07 -0.01 -0.04 0.50
H -1.80578 0.12027 -4.67240 1.76 -1.37 1.57 0.02
H -0.46783 -1.23484 -4.97994 0.07 -0.25 -0.33 0.73
H -2.57477 1.88731 -4.03200 -0.14 -1.47 -1.55 0.40
O -2.56027 1.09752 -4.73690 -2.17 1.82 -2.78 -0.54
H -2.86699 1.20240 -5.68527 0.38 0.51 1.87 0.26
H -2.12750 2.13962 -2.04402 1.50 -0.65 1.41 0.00
O -2.62885 2.36230 -2.79389 -1.78 1.96 0.45 -0.48
H -3.45587 2.71933 -2.42772 0.19 -0.06 -0.44 0.33
C -4.60033 0.78813 -0.55415 0.01 0.07 0.18 -1.41
H -5.55766 0.43081 -0.15824 0.14 0.09 -0.03 0.42
H -4.51689 1.86534 -0.34536 -0.15 -0.25 -0.29 0.35
H -4.56913 0.55135 -1.62640 0.07 0.29 0.21 0.35
C -3.72675 -0.00236 2.05481 -0.17 0.12 0.14 -1.20
H -3.64345 1.04129 2.39299 0.27 -0.36 0.04 0.41
H -4.78619 -0.26993 2.21296 0.37 -0.10 -0.37 0.49
H -3.10994 -0.67342 2.67814 -0.10 0.47 -0.30 0.22
C 1.83955 -0.84874 -2.80186 0.08 -0.51 -0.47 -0.88
H 2.39131 -0.92429 -3.74903 -0.29 -0.07 0.00 0.50
H 2.54477 -0.36530 -2.09685 -0.96 0.07 -0.14 -0.07
H 1.65434 -1.86750 -2.43045 0.03 0.31 -0.06 0.33
C 0.70916 1.54075 -3.92919 0.08 0.22 -0.27 -1.11
H 1.43356 2.14689 -3.36921 -0.24 -0.23 -0.05 0.34
H 1.15607 1.26925 -4.89333 -0.07 0.14 0.10 0.41
H -0.19957 2.12713 -4.11476 0.35 -0.03 -0.02 0.28
C 1.42012 0.43097 4.54367 -0.36 0.13 0.46 -1.46
C 0.64095 0.16621 3.24640 0.84 0.24 0.37 1.82
C 0.05745 -1.26123 3.25267 -0.25 0.10 -0.11 -1.82
C -0.50314 1.18730 3.14765 -0.25 -0.18 -0.02 -1.59
P 1.69986 0.31499 1.69294 -1.85 -1.61 -3.22 0.58
N 0.83306 -0.20177 0.47165 -0.44 0.85 -0.02 -0.46
C 2.31782 2.06234 1.27526 0.62 0.06 0.83 1.82
C 3.30429 2.53041 2.36912 0.22 0.61 0.04 -1.67
C 3.01002 2.08775 -0.09942 0.12 -0.11 -0.30 -1.67
C 1.13257 3.03601 1.17522 0.07 0.12 -0.02 -1.45
C 3.05516 -0.99853 1.68814 0.48 -0.12 0.62 2.17
C 3.65770 -1.20010 3.07638 0.76 -0.32 0.08 -2.00
C 2.47833 -2.34305 1.20212 -0.40 0.09 -0.30 -1.58
C 4.20810 -0.65887 0.73839 0.40 -0.08 -0.13 -1.83
H 0.66670 0.60774 5.32741 0.37 -0.11 0.06 0.49
H 2.04554 1.32740 4.48290 -0.22 -0.14 0.05 0.16
H 2.07301 -0.39477 4.84711 -0.40 0.25 -0.05 0.27
H -0.81425 -1.31457 3.92009 0.27 0.13 0.14 0.50
H -0.30434 -1.52395 2.25203 0.21 0.00 0.08 0.31
H 0.78464 -2.01030 3.58448 -0.18 0.19 -0.08 0.27
H -0.17377 2.20580 3.39898 -0.27 -0.47 0.04 0.12
H -0.95451 1.18210 2.15041 0.22 0.12 -0.02 0.08
H -1.31346 0.87469 3.82276 0.31 0.22 0.15 0.66
H 4.14593 1.84517 2.55766 -0.30 0.10 -0.32 0.23
H 3.73538 3.50370 2.07470 -0.07 -0.30 0.12 0.47
H 2.82183 2.68616 3.34228 -0.04 0.04 -0.32 0.31
H 2.43327 1.54156 -0.84927 -0.07 -0.17 0.16 0.00
H 3.08478 3.11123 -0.48491 -0.07 0.06 0.36 0.59
H 4.02688 1.69840 -0.09138 -0.17 -0.01 0.07 0.24
H 0.34596 2.64095 0.52157 0.03 -0.14 0.23 -0.07
H 0.72252 3.26902 2.15974 0.01 0.14 -0.33 0.25
H 1.45927 3.96613 0.68633 0.09 -0.16 0.36 0.55
H 3.01398 -1.75391 3.76846 0.08 0.17 -0.24 0.25
H 4.56687 -1.80031 2.93232 -0.12 0.01 0.25 0.56
H 3.97437 -0.26219 3.54245 -0.07 -0.10 0.02 0.35
H 1.90044 -2.17764 0.28660 0.08 -0.03 0.24 0.10
H 3.26911 -3.06906 0.96477 0.06 0.30 0.33 0.46
H 1.81105 -2.78295 1.94467 0.09 -0.05 -0.13 0.29
H 3.89544 -0.53274 -0.30238 -0.11 0.13 0.23 0.08
H 4.78244 0.21243 1.06643 -0.11 -0.07 -0.10 0.31
H 4.91254 -1.50629 0.73420 -0.22 0.17 0.12 0.66
```
Forces are in eV/Å.

---

Entry 2:
The following is a quantum chemistry calculation of C23H51AgF6N2O9 as an isolated structure, from the OMol25 dataset.

Its HOMO-LUMO gap is 7.475 eV. The energy above the lowest of the compared OMol25 structures with the same formula, charge and spin is 42.5 kJ/mol. The total charge is 0.

The geometry in XYZ format:
```
92
Properties=species:S:1:pos:R:3:forces:R:3:mulliken_charge:R:1
Ag 0.08004 0.03281 0.78850 -0.53 -0.20 -0.43 1.95
C -2.77762 0.86358 2.81789 3.17 -1.50 -1.88 -0.32
O -3.70324 0.03753 2.13741 -2.53 0.71 0.32 -0.34
O -1.65565 1.06014 2.04727 -1.00 1.03 -0.29 -0.94
C -3.53088 2.14117 3.22306 -0.06 -0.65 1.57 0.68
F -3.73659 3.03112 2.24739 -0.44 -0.31 -0.37 -0.21
F -4.70452 1.78234 3.82045 -0.13 0.43 -0.82 -0.30
F -2.89510 2.81638 4.19666 0.60 0.02 -0.14 -0.30
C -3.53196 -1.36783 2.08842 0.91 0.56 -1.94 0.38
C -4.71585 -2.05865 1.37832 0.48 1.18 -0.16 -1.26
H -5.63633 -1.74362 1.86861 -0.23 -0.79 0.09 0.36
H -4.79910 -1.72671 0.33820 0.13 0.60 0.14 0.10
H -4.51980 -3.11291 1.18400 -0.31 -0.24 0.95 0.41
H -3.29007 -1.77662 3.07012 -0.03 -0.09 0.02 0.41
H -2.71337 -1.40428 1.35821 0.61 -1.09 0.58 -0.37
H -2.35312 0.32380 3.67256 -1.02 0.21 1.00 0.15
C 3.01681 1.33098 0.75258 -0.82 -2.12 0.18 0.33
O 4.38733 1.17270 1.11418 -0.20 2.56 -0.36 -0.19
O 2.37019 0.33744 1.43143 -1.75 3.45 -0.06 -1.34
C 2.40849 2.74928 0.87634 -0.19 0.80 1.78 0.44
F 1.07356 2.74900 1.06216 0.27 -0.46 -0.86 -0.10
F 2.85643 3.43566 1.95142 0.53 -0.16 -0.11 -0.33
F 2.69094 3.50704 -0.20628 -0.18 -0.33 0.02 -0.32
C 5.24212 2.19607 0.60959 1.17 0.49 0.38 -0.36
C 6.70979 1.77043 0.68850 -0.81 -1.15 -0.31 -1.29
H 6.93502 1.21033 1.59772 -0.08 0.47 0.33 0.29
H 6.86812 1.01904 -0.09024 0.46 0.33 -0.25 0.26
H 7.34665 2.64585 0.59179 0.17 -0.20 -0.13 0.42
H 5.19874 3.12284 1.18796 -0.66 -0.09 0.13 0.33
H 5.01498 2.45816 -0.42659 -0.23 -0.16 -0.06 0.36
H 2.89476 1.10328 -0.31997 0.10 0.83 -0.21 0.05
C 0.58272 -2.05699 -2.16841 -0.61 -0.17 0.31 -0.14
C -0.87316 -1.76362 -1.84389 -1.54 1.16 -0.04 -0.02
C -1.69862 -2.84970 -1.14000 2.51 -0.86 0.11 -1.05
O -1.04061 -0.52654 -1.20753 0.25 0.23 0.29 -0.16
H 0.70653 -3.06236 -2.58161 0.10 -0.09 0.10 0.39
H 1.20529 -1.90999 -1.28387 -0.14 0.02 -0.34 -0.83
H 0.87229 -1.34803 -2.94461 0.18 0.08 0.15 0.43
H -1.35575 -1.73711 -2.83677 -0.09 0.35 -0.29 0.02
H -1.24539 -3.00831 -0.15374 -0.57 0.33 0.42 -0.04
H -1.39810 -3.78203 -1.63586 -0.80 -0.22 -0.23 0.49
H -2.76812 -2.67389 -1.12409 0.05 0.02 0.04 0.11
C -4.41149 -0.57250 -2.43556 0.31 -0.21 -0.60 -0.20
O -4.13811 0.74578 -2.88094 -0.65 1.03 0.21 -0.37
C -4.85382 1.72439 -2.13887 -0.16 0.20 0.07 -1.08
C -4.33047 1.86546 -0.71022 1.13 -1.04 0.66 -0.36
N -2.83667 1.86570 -0.70872 1.15 0.15 -2.07 1.61
H -2.42673 1.35316 0.07581 -0.03 0.19 1.40 -0.57
H -2.50136 1.24249 -1.46621 -0.11 -0.31 -0.18 -0.02
C -2.09217 3.16626 -0.94496 0.03 -1.16 0.56 -0.29
C -1.88965 3.50537 -2.42348 -0.62 0.60 0.83 -0.76
O -1.14527 2.59996 -3.16648 -0.59 -0.28 -0.43 -0.35
C 0.19863 2.41730 -2.79730 0.25 -0.16 0.37 -0.46
H -3.87559 -0.74114 -1.50002 -0.05 -0.44 -0.08 -0.25
H -4.05828 -1.20522 -3.25011 0.42 -0.16 0.36 0.28
H -5.47508 -0.82324 -2.36280 -0.15 0.50 0.31 0.39
H -5.92029 1.49052 -2.17571 -0.09 -0.14 0.45 0.52
H -4.79725 2.71159 -2.59874 0.41 -0.24 -0.54 0.36
H -4.47782 0.97198 -0.09908 -0.85 0.15 0.03 0.13
H -4.62961 2.74478 -0.14388 -0.42 -0.04 -0.23 0.50
H -1.12383 2.98742 -0.47653 -0.04 0.29 0.21 -0.14
H -2.65670 3.90710 -0.38211 0.27 0.35 -0.18 0.57
H -1.46061 4.51438 -2.42915 0.25 0.04 -0.08 0.50
H -2.88212 3.60528 -2.86335 0.17 -0.18 -0.44 0.27
H 0.71549 3.37624 -2.68890 0.02 0.04 0.09 0.37
H 0.68625 1.83816 -3.58019 -0.15 0.08 -0.11 0.25
H 0.27172 1.81621 -1.88511 0.07 0.09 0.10 -0.02
C -0.28948 -2.34266 3.41595 0.77 -0.47 0.43 -0.74
O 0.50458 -2.23664 2.22606 -0.66 1.13 1.20 0.03
C 1.43462 -3.24678 2.12616 1.04 -0.14 -1.33 -1.07
C 2.43328 -2.86283 1.02257 0.44 -0.66 0.54 0.26
N 3.30879 -1.73221 1.50150 2.00 -4.87 -0.74 0.00
H 2.74526 -0.84339 1.54925 -0.18 1.72 -0.06 0.71
H 3.65555 -2.03240 2.40828 -0.24 0.27 0.26 0.33
C 4.59349 -1.43579 0.73639 -0.70 0.29 -0.19 -1.57
C 4.34441 -0.94241 -0.70043 -1.43 0.79 0.37 0.75
O 3.47113 -1.81451 -1.38245 0.61 -1.77 -0.67 -0.13
C 3.59606 -1.91117 -2.79223 0.21 -0.36 0.02 -1.02
H 0.33524 -2.72869 4.23028 0.00 -0.64 -0.19 0.39
H -1.11485 -3.01539 3.19171 -0.25 0.13 0.37 0.27
H -0.57485 -1.40597 3.89335 -0.40 0.45 -1.13 0.02
H 0.97634 -4.21201 1.88746 -0.11 -0.07 -0.16 0.44
H 2.02997 -3.42435 3.03087 -0.19 0.25 0.38 0.47
H 2.01727 -2.61014 0.05369 -0.24 0.08 0.44 -0.55
H 3.04987 -3.75048 0.87084 0.24 0.04 -0.14 0.40
H 5.30082 -2.26207 0.75451 -0.34 -0.40 0.09 0.45
H 4.96248 -0.61025 1.34572 0.48 -0.37 -0.50 0.76
H 5.26359 -0.67810 -1.22679 0.22 -0.47 0.01 0.58
H 3.71565 -0.04326 -0.68692 1.14 -0.27 0.17 -0.77
H 2.87237 -2.61849 -3.19607 -0.52 0.38 0.46 0.28
H 4.51381 -2.40679 -3.12485 0.58 0.61 0.32 0.28
H 3.44762 -0.92845 -3.23949 0.15 -0.01 -0.29 0.43
```
Forces are in eV/Å.

---

Entry 3:
The following is a quantum chemistry calculation of a 6-piece molecular cluster, C23H51ClNO10P overall, from the OMol25 dataset.

Its HOMO-LUMO gap is 9.190 eV. The total charge is 0. The SMILES is C#CCCC[C@]1(COO)C(=O)O[C@H](P(O)Cl)[C@H]1NCCC.CCO.CCO.CCO.CCO.CCO.

The geometry in XYZ format:
```
87
Properties=species:S:1:pos:R:3:forces:R:3:mulliken_charge:R:1
C -2.76583 -3.10224 -0.66101 0.29 -0.20 0.10 0.12
C -2.08626 -2.58388 0.18057 0.12 0.03 -0.07 -0.97
C -1.16898 -1.99920 1.16777 -0.55 -0.03 0.20 -0.63
C -1.91841 -1.38827 2.37771 -0.52 -0.14 -0.39 -0.65
C -2.34182 0.08408 2.18001 0.12 -0.67 0.46 -1.31
C -2.09088 0.97190 3.41423 -0.40 2.02 -0.92 1.13
C -3.15929 0.76326 4.51804 -0.09 -0.76 0.36 -0.39
O -3.89921 -0.44943 4.36697 0.10 0.07 -0.11 -0.29
O -3.36327 -1.44961 5.23285 0.04 0.11 0.27 -0.38
C -2.42715 2.40432 2.86357 0.19 -0.22 0.15 -0.29
O -3.41951 2.75070 2.31013 -0.16 0.06 0.21 -0.54
O -1.38322 3.27385 3.07344 -0.03 0.03 -0.40 -0.42
C -0.18820 2.51297 3.15758 0.31 -0.83 -0.13 -0.45
P 0.53599 2.44062 1.41105 -0.45 0.42 -0.92 0.07
O 0.51951 0.87076 0.95561 0.35 0.19 0.64 -0.37
Cl 2.55836 2.79471 1.80657 -0.20 -0.31 0.32 -0.30
C -0.62489 1.20198 3.87121 0.27 0.31 0.44 0.27
N -0.52472 1.42437 5.31421 0.42 -0.60 -0.38 -0.10
C 0.38639 0.54498 6.05090 -0.40 0.10 0.88 -0.48
C -0.37401 -0.45805 6.93535 -0.19 0.10 -0.22 -0.17
C -1.39614 0.19895 7.87172 -0.11 -0.10 0.25 -1.31
H -3.22206 -3.66089 -1.44483 -0.20 0.24 -0.02 0.58
H -0.58490 -1.23694 0.65384 0.23 -0.06 0.09 0.08
H -0.52066 -2.80537 1.51480 0.18 0.08 -0.06 0.42
H -1.35370 -1.54514 3.30273 0.34 0.21 -0.15 0.34
H -2.83162 -1.97267 2.49646 0.05 -0.05 0.17 0.40
H -1.86698 0.48792 1.28760 0.15 0.12 0.09 0.79
H -3.41318 0.13141 1.99563 0.01 0.00 -0.08 0.43
H -3.90366 1.55729 4.47131 -0.09 -0.09 -0.16 0.35
H -2.73568 0.76662 5.51887 0.18 0.11 -0.09 0.09
H -2.54400 -1.73207 4.79833 -0.16 -0.03 -0.21 0.31
H 0.57653 3.05481 3.71207 -0.26 0.08 0.31 0.72
H 0.87681 0.26965 1.62751 -0.02 -0.10 -0.15 0.30
H 0.03605 0.38537 3.56253 -0.09 -0.17 0.22 0.37
H -0.36633 2.39414 5.53042 0.06 0.04 -0.05 0.29
H 1.07563 0.02124 5.38606 0.07 0.05 -0.05 0.00
H 0.98610 1.15702 6.72997 0.14 0.04 -0.18 0.48
H 0.34243 -1.03086 7.52736 0.06 -0.08 -0.14 0.55
H -0.90672 -1.16703 6.29480 0.12 -0.04 -0.03 -0.02
H -1.63239 1.22602 7.59447 0.07 0.00 -0.14 0.34
H -2.33708 -0.35263 7.86111 0.01 0.02 0.00 0.29
H -1.05821 0.21544 8.90927 0.11 0.02 -0.05 0.35
C -3.20201 -3.48751 -6.04967 -0.04 -0.06 0.06 -1.13
C -2.72118 -2.55519 -4.95350 0.14 -0.14 -0.06 0.26
O -2.37659 -3.26233 -3.76750 -0.15 -0.06 -0.02 -0.47
H -4.07227 -4.05289 -5.71374 -0.03 0.04 -0.01 0.29
H -3.47140 -2.93110 -6.94904 0.02 0.00 0.00 0.35
H -2.42195 -4.20688 -6.30939 0.03 0.05 -0.04 0.31
H -3.50506 -1.84845 -4.68222 0.01 -0.01 0.09 0.35
H -1.85075 -1.98915 -5.29286 -0.04 0.07 -0.09 -0.24
H -1.66478 -3.87176 -3.99383 0.11 0.10 0.01 0.27
C 0.91739 -0.66679 -5.30460 -0.04 -0.05 -0.11 -0.43
C 1.23422 -1.88960 -4.46552 0.10 -0.02 -0.17 -0.35
O 0.77460 -3.09632 -5.08011 -0.13 0.05 0.10 -0.51
H -0.15662 -0.58656 -5.47251 -0.02 0.05 0.07 0.20
H 1.26577 0.24435 -4.81679 0.03 0.03 0.01 0.15
H 1.39533 -0.73603 -6.28568 0.07 0.02 0.03 0.03
H 0.74348 -1.83272 -3.49450 -0.04 -0.08 -0.01 0.26
H 2.31382 -1.96330 -4.29993 0.00 0.06 0.10 0.33
H 1.20944 -3.16682 -5.93572 -0.02 -0.02 -0.02 0.29
C 0.09534 4.49870 -2.95817 -0.02 -0.01 -0.04 -1.14
C 1.03947 3.31170 -2.92088 0.13 0.33 0.01 0.00
O 2.09402 3.45588 -3.87248 -0.09 -0.19 -0.02 -0.52
H -0.33031 4.61194 -3.95574 -0.03 -0.04 0.01 0.31
H -0.71751 4.37768 -2.24059 0.02 0.01 0.02 0.31
H 0.62870 5.42262 -2.72182 -0.01 -0.01 0.08 0.33
H 0.50783 2.39641 -3.17475 0.07 -0.06 -0.05 0.23
H 1.46717 3.19357 -1.91943 -0.09 -0.07 0.04 0.17
H 2.58126 4.25461 -3.65018 0.02 0.01 -0.01 0.29
C 1.98229 1.77682 -8.81053 -0.02 -0.01 0.04 -0.96
C 3.13879 0.82932 -8.55157 -0.20 -0.04 -0.28 -0.27
O 2.74006 -0.53074 -8.73195 0.08 0.03 0.20 -0.52
H 1.15191 1.55116 -8.14069 0.03 0.02 0.04 0.22
H 2.28213 2.81465 -8.65881 -0.01 0.00 -0.01 0.32
H 1.61716 1.66933 -9.83505 0.05 0.05 -0.02 0.35
H 3.48673 0.92691 -7.52446 0.01 -0.12 0.01 0.26
H 3.97635 1.04919 -9.22168 0.04 0.09 0.09 0.32
H 2.43960 -0.62456 -9.64076 -0.02 -0.04 0.00 0.29
C 5.13121 -1.62990 4.32758 0.03 0.06 0.02 -1.14
C 3.92449 -1.10244 5.08040 0.03 0.09 -0.23 -0.12
O 3.80979 0.31468 4.97151 -0.08 -0.08 0.08 -0.47
H 6.04323 -1.16503 4.70219 0.00 -0.02 0.04 0.29
H 5.21899 -2.71190 4.43491 -0.01 0.00 -0.02 0.35
H 5.05586 -1.39457 3.26320 -0.03 -0.06 -0.01 0.33
H 4.00979 -1.32332 6.14320 -0.04 0.05 0.03 0.31
H 3.00719 -1.57447 4.70735 0.01 -0.09 0.08 0.19
H 3.72220 0.53064 4.03752 0.06 0.10 -0.02 0.26
```
Forces are in eV/Å.